Computed, not measured: C17H42BN2O12V as an isolated structure, with wB97M-V/def2-TZVPD.

Results
Charge: -3
Spin multiplicity: 2
Energy relative to the best compared isomer or geometry (same formula, charge and spin) in kcal per mole: 0.0
HOMO-LUMO gap (spin up / spin down) in eV: 3.698 / 3.752
Molecular weight in Da: 528.3
Highest occupied orbital energy (spin up / spin down) in eV: 2.1 / 2.0

Geometry as XYZ:
```
75
Properties=species:S:1:pos:R:3:forces:R:3:mulliken_charge:R:1
C -2.68921 3.95903 -2.65280 0.0 0.2 -1.0 -0.34
H -0.88709 4.19751 2.79669 -0.6 0.1 0.2 0.34
C 2.02615 -3.67684 2.53880 -0.7 -0.4 1.0 -0.50
H -0.24027 -6.55502 4.08776 -0.2 0.1 -0.1 0.23
O -1.50407 -3.26195 -1.83913 -2.4 1.0 -1.0 -0.68
H -1.97762 0.42315 -0.57964 1.3 1.0 0.7 -0.34
H 3.13340 -0.98574 0.32530 0.1 0.3 -0.4 0.17
C 0.60113 -3.54791 3.09855 0.2 1.4 -0.7 -0.34
C -3.68684 3.47853 -1.62883 0.3 -0.6 -0.1 -0.60
C 3.24666 -4.62135 0.66061 -0.1 0.2 -0.6 -1.00
H -0.54185 2.69560 2.00644 -0.3 -0.3 0.0 0.11
N 1.95087 -4.34891 1.24598 0.5 0.7 0.8 0.07
H 3.26776 -2.91900 -0.69707 -0.1 -0.5 -0.3 -0.02
H 1.52789 2.85816 -2.14035 0.0 0.1 0.0 0.46
H 0.70685 4.00470 -1.10312 -0.4 -0.1 0.0 0.35
C 3.93917 -3.45835 -0.02568 0.7 0.8 0.6 0.01
H 0.36205 -5.17482 5.05107 0.4 -0.4 0.2 0.28
O -3.32764 4.75594 -3.67390 0.1 0.0 0.3 -0.42
O 1.64618 -2.00747 -3.36058 1.8 2.6 0.1 -0.82
H 4.50109 -0.56402 1.39575 0.0 0.4 -0.2 0.25
H -1.88591 4.52187 -2.16314 -0.2 0.2 0.1 0.22
N -2.93942 2.87247 -0.54221 -0.3 -0.4 0.3 0.58
H 3.64899 2.54627 -1.22871 -0.1 -0.2 0.0 0.37
V -0.81628 -1.46545 -0.61408 2.4 -3.1 0.7 1.22
H 3.93743 -5.03517 1.40633 -0.1 -0.1 0.1 0.40
H -2.21329 -0.84605 -1.97986 0.9 -0.5 -1.7 -0.03
C 0.38317 -5.65916 4.05939 -0.1 0.5 -0.2 -0.71
O 1.57339 0.98586 -0.01675 0.8 0.4 -0.1 -0.31
H -3.83730 1.43626 2.41968 -0.3 0.3 -0.1 0.33
H -3.05686 -1.06935 -0.42432 -1.0 -1.1 1.4 -0.21
H 1.51615 2.70132 0.91891 -0.5 0.5 -0.3 0.09
C 3.25882 2.73924 -0.22210 0.4 0.6 -0.7 -1.77
H 3.09946 -5.37291 -0.12491 0.0 -0.1 0.0 0.40
O 1.20470 -2.42942 -1.28732 0.7 0.0 2.5 -0.67
H 1.38652 -5.98418 3.75978 0.1 0.1 0.3 0.24
H 1.43106 -3.70114 0.64531 -0.2 -0.6 -0.4 -0.21
H 2.42871 -2.65723 2.51336 0.2 0.0 0.0 0.21
H 0.52126 -2.99671 4.05412 0.6 -0.4 0.4 0.33
C 4.19681 -1.13874 0.51721 0.3 -1.2 0.9 -0.54
H -1.99579 6.30100 -3.90025 -0.1 0.2 -0.2 0.28
O -0.48446 -0.94213 0.87684 -0.4 -0.2 -1.3 -0.56
H 1.35776 0.58911 -0.89821 -0.4 -0.3 0.2 0.10
H 0.17371 -2.79859 2.42770 -1.0 -0.7 -0.4 -0.07
O -0.13866 -4.73598 3.14957 -0.5 -0.3 -0.1 -0.21
C 1.36534 -1.54342 -2.22230 -4.3 -4.6 -1.2 0.87
H -3.60635 0.41636 -1.56838 -0.6 0.2 -0.4 -0.26
C -3.86355 2.45849 0.52639 0.5 1.2 -0.2 -0.58
C -1.32026 3.46383 2.11276 0.5 -0.2 -1.0 -0.39
H 0.06411 2.31025 -1.46742 -0.3 0.2 0.6 0.07
O -1.31757 -3.34999 0.25168 -1.5 0.0 2.5 -0.65
O -0.66573 -5.09585 -1.03814 -3.0 -1.6 1.5 -0.76
H 3.40042 3.81856 -0.06686 -0.1 0.0 0.1 0.42
H -4.38763 2.75825 -2.07914 0.0 0.1 -0.1 0.24
C -2.37054 5.42249 -4.44294 0.2 0.1 -0.2 -0.76
H -1.47856 4.83488 -4.70199 -0.2 -0.4 0.2 0.31
H -4.62802 1.74728 0.18899 0.1 -0.2 0.0 0.41
O 0.56175 -0.52918 -1.95323 0.0 2.7 -0.6 -0.93
B -2.71746 -0.24727 -1.14405 -1.1 0.6 -0.4 0.50
H 2.58781 -4.26112 3.28206 0.5 0.0 -0.4 0.50
H -2.42473 1.13693 1.57191 0.2 0.3 -0.6 0.00
O -2.55045 2.95674 2.56432 -0.1 0.4 0.7 -0.49
H -4.35261 3.41284 0.77288 -0.4 -0.3 0.4 0.47
H 4.87024 -0.94921 -0.32589 -0.3 0.5 -0.2 0.38
H -1.47048 3.89868 1.12002 0.3 0.2 0.1 0.14
C 1.77802 2.37823 -0.09908 -0.1 -1.3 0.6 0.96
H -2.82038 5.68588 -5.40219 -0.1 0.3 0.1 0.28
H -2.21046 3.16030 -3.23000 0.0 -0.4 0.6 0.38
H 4.85541 -3.82179 -0.51725 -0.3 -0.1 -0.4 0.29
H 3.91721 2.21473 0.47064 -0.3 -0.2 0.2 0.32
H -2.50895 1.99116 -0.85391 0.0 0.4 -0.2 -0.51
C -1.42976 -4.09729 -0.81700 7.4 2.8 -2.9 0.65
O 4.42001 -2.48904 0.93716 -0.2 -0.2 0.2 -0.43
C 0.91861 2.93965 -1.22859 1.1 0.3 -0.5 -1.19
H -4.28188 4.31327 -1.24393 0.1 0.1 0.0 0.31
C -3.13814 1.95295 1.75130 0.0 -1.1 0.7 -0.28
```
Forces are in eV/Å.

---

Computed, not measured: C17H42Cl2OP3Pr as an isolated structure, with wB97M-V/def2-TZVPD.

Results
Charge: +2
Spin multiplicity: 3
Energy relative to the best compared isomer or geometry (same formula, charge and spin) in kcal per mole: 2.8
HOMO-LUMO gap (spin up / spin down) in eV: 8.527 / 8.897
Molecular weight in Da: 567.3
Highest occupied orbital energy (spin up / spin down) in eV: -15.5 / -15.4

Geometry as XYZ:
```
66
Properties=species:S:1:pos:R:3:forces:R:3:mulliken_charge:R:1
P -0.60197 -1.20601 1.00104 0.0 -0.8 0.2 0.05
H 4.33942 -1.90248 -1.65759 -0.2 0.1 0.1 0.47
O 1.56124 3.44338 -1.71504 0.8 1.5 0.1 -0.45
H 3.63466 -1.21846 -3.84279 -0.2 0.1 0.0 0.44
H 0.14828 -4.34155 -0.93009 -0.2 0.0 0.0 0.51
H -3.01164 -0.57552 -0.70336 0.0 -0.1 0.1 0.07
C -2.79970 -2.67076 2.12533 -0.6 -0.1 0.0 -1.86
H -2.53829 4.73947 -0.61017 0.4 -0.2 0.0 0.45
Cl -1.50509 -0.95104 -3.44752 0.4 0.4 0.6 -0.37
Pr -0.34009 0.18602 -1.46669 -0.3 -0.1 -1.3 0.58
C 2.16618 4.51256 -1.60783 -0.7 -2.2 0.8 0.68
H -0.25642 -2.17551 3.95509 -0.1 0.6 -0.1 0.23
H 4.06501 1.18121 -0.88657 -0.1 -0.1 -0.4 0.37
H -2.26796 -2.70544 3.07936 -0.1 0.0 -0.3 0.36
H -1.48524 -3.88129 -0.43491 0.1 0.0 0.0 0.26
C 3.11023 4.83703 -0.49686 -0.1 -0.3 0.6 -1.04
H -2.68695 -0.54996 1.83200 0.0 -0.3 -0.2 0.44
H 2.06741 -1.72406 2.49324 0.0 0.2 0.0 0.21
H -0.77448 -4.13266 2.11724 0.3 0.1 0.0 0.21
C 1.73631 -0.68207 2.46783 -0.3 0.1 0.1 -1.26
C -0.48359 -3.49738 -0.64037 0.3 0.2 -0.1 -1.61
H -4.09937 3.24342 -1.66190 0.0 -0.1 -0.1 0.47
H 2.33646 -0.07189 -4.30841 0.1 -0.2 0.0 0.41
H -1.07104 4.32676 0.34218 -0.2 0.0 -0.3 0.39
H 3.51168 1.76834 -2.47814 0.2 -0.2 0.1 0.32
H 2.15396 -0.19510 1.57624 -0.1 -0.1 0.1 0.14
C -3.37518 2.49002 -1.97993 0.5 -0.5 -0.2 -1.34
H -3.86826 -2.57467 2.36227 0.2 -0.1 0.0 0.51
C 0.20247 -0.55189 2.54098 -0.3 0.4 -0.5 0.66
H 1.19807 -2.57963 0.34131 -0.3 -0.1 0.1 -0.39
H 2.95791 4.11025 0.30856 0.1 0.1 -0.2 0.24
C -0.39309 -1.08238 3.83494 0.3 -0.3 0.7 -1.53
H -2.91048 2.78630 -2.92778 -0.2 0.0 0.1 0.41
C 2.60375 -0.90616 -3.65061 -0.5 0.1 0.1 -1.30
H 4.14348 4.75654 -0.85147 -0.1 0.2 0.0 0.32
C -2.41933 -1.46447 1.26061 0.3 0.5 0.5 0.86
C 3.42495 -1.71314 -1.08434 -0.5 0.0 0.5 -1.27
H -3.96122 3.07409 0.67563 0.3 -0.3 0.1 0.45
H -3.86850 1.52341 -2.12067 0.0 0.2 0.0 0.36
C -3.15172 2.33829 0.81031 0.2 -0.3 0.3 -1.23
P -2.07586 2.37498 -0.67585 -1.6 1.4 0.2 0.78
C 3.82352 0.87587 -1.91973 0.1 0.7 0.4 -1.18
H -2.67911 -3.62863 1.59710 0.0 0.4 0.1 0.32
H -3.57866 1.34407 0.96889 -0.1 0.2 0.0 0.24
H -1.45577 -0.83585 3.94108 0.2 -0.1 0.0 0.36
C -3.20139 -1.45174 -0.06000 -0.3 -0.1 0.2 -1.23
C 0.15559 -2.84448 0.59882 0.2 0.1 0.1 1.35
C -1.61679 4.13331 -0.59399 0.6 0.3 0.0 -1.10
H 2.93159 5.84832 -0.11058 0.2 -0.2 -0.2 0.41
H 0.72495 -4.73538 1.41554 0.0 0.0 0.1 0.50
H -0.54947 -2.83985 -1.53014 0.0 -0.2 0.3 0.39
H -4.26826 -1.40736 0.19776 0.2 0.0 -0.2 0.53
H 0.79763 -3.44797 2.62099 -0.2 -0.1 -0.3 0.32
H -0.96529 4.40484 -1.43579 -0.2 0.0 0.2 0.31
H -0.04934 0.52632 2.46884 0.2 -0.3 0.2 0.38
H 4.72206 0.42812 -2.38263 -0.5 0.2 0.2 0.45
P 2.48403 -0.35777 -1.90235 2.0 -0.6 -0.6 0.82
H 2.15202 -0.17850 3.34538 0.1 -0.1 -0.1 0.53
C 0.21739 -3.83322 1.77101 0.2 -0.2 0.0 -1.54
H 3.69221 -1.40700 -0.05920 -0.1 -0.2 -0.4 0.36
H -2.55628 2.61182 1.69240 -0.2 -0.1 -0.2 0.39
H 2.82120 -2.62572 -1.03702 0.2 0.1 0.0 0.39
H 1.91458 -1.73406 -3.83623 0.1 0.0 -0.1 0.39
H -3.04587 -2.35510 -0.66092 0.0 0.3 0.1 0.21
H 0.14059 -0.60208 4.67416 -0.3 -0.2 -0.3 0.48
Cl 1.97290 5.77349 -2.70867 -0.3 0.6 -1.0 -0.10
```
Forces are in eV/Å.

---

Computed, not measured: a 4-piece molecular cluster, C17H42ClN4O6PS overall, with wB97M-V/def2-TZVPD.

Results
HOMO-LUMO gap in eV: 7.813
Molecular weight in Da: 497.0
SMILES: N#COPCCCCS(=O)(=O)Cl.COC[C@@H](C)N.COC[C@@H](C)N.COC[C@@H](C)N
Highest occupied orbital energy in eV: -9.0

Geometry as XYZ:
```
72
Properties=species:S:1:pos:R:3:forces:R:3:mulliken_charge:R:1
H -3.04991 6.71362 3.64686 0.0 0.1 -0.1 0.32
O 2.88419 -2.86033 -2.88488 -0.2 -0.4 0.0 -0.27
C -4.09416 0.42773 0.34621 0.2 -0.1 0.1 -0.72
H -0.36889 6.64916 5.02516 -0.1 -0.1 0.0 0.36
C -1.48006 4.02850 3.41877 -0.3 -0.1 0.2 -0.48
H -4.68505 3.15283 -0.40737 -0.2 0.0 -0.1 0.25
H 5.50315 -4.02503 -4.11835 0.0 0.0 -0.2 0.28
Cl -0.31491 -3.85136 3.81441 0.9 -0.4 -1.1 -0.16
H -1.49127 0.54903 -0.28423 -0.1 0.1 -0.3 0.11
N -2.51031 7.56567 3.49381 0.1 0.0 0.3 -0.73
H -0.51342 8.04691 3.11858 0.0 -0.1 0.1 0.38
H -3.22643 -0.68575 -1.26292 0.0 0.0 0.2 0.40
H -2.46365 7.99141 4.41837 0.0 0.1 -0.2 0.27
C 2.66848 -1.84244 1.49706 1.3 0.7 -0.6 -0.65
C -4.19537 0.97521 -2.16420 -0.1 -0.1 -0.3 -1.51
H 2.62835 -6.15201 2.25052 -1.2 1.7 0.1 0.33
H -1.33882 7.52218 0.96753 0.0 -0.1 0.1 0.35
N -0.27357 1.22719 2.47901 1.8 -4.3 -3.6 -0.53
C -1.15809 7.16028 3.09324 -0.1 -0.4 0.0 0.35
N 4.92410 -3.54837 -4.80827 0.0 -0.1 0.3 -0.74
O -1.42452 5.05099 4.40103 0.4 0.3 -0.1 -0.44
C 1.90134 -1.97593 -3.40005 0.2 0.3 0.1 -0.77
H 2.30303 -1.42528 -4.25259 -0.2 0.0 -0.1 0.24
H 2.10561 -4.41435 -0.03107 1.0 -0.2 1.6 0.17
C -0.55890 6.13395 4.07766 -0.1 0.1 0.2 -0.70
C -5.08482 2.60109 0.44589 0.2 0.2 0.2 -0.72
H 2.82203 -2.51602 -6.00972 0.0 -0.1 0.1 0.29
H -5.11213 0.02177 0.28781 -0.1 0.1 -0.1 0.42
N -2.07014 1.02831 -0.97232 0.0 -0.1 0.3 -0.62
H -4.17312 2.06627 -2.16751 0.0 -0.1 0.1 0.29
H -6.00598 2.08055 0.16702 0.1 0.0 -0.1 0.35
H 1.66137 -1.24506 -2.62459 0.0 -0.1 0.0 0.23
C 3.59368 -3.02811 0.92637 0.1 0.6 -0.6 -0.61
H 0.88743 -2.53430 -0.45531 0.7 1.3 0.2 0.03
O -0.21757 -4.82288 0.94240 2.3 1.0 3.3 -0.49
H 0.98167 -2.49803 -3.68042 0.1 0.0 -0.1 0.37
H -2.25472 4.25730 2.68380 0.1 -0.1 -0.2 0.10
H 3.20638 -3.93355 -6.96608 0.0 0.0 0.1 0.35
H -2.20909 1.95474 -0.56824 0.0 -0.1 -0.1 0.36
H 3.77056 -5.26463 -5.09726 0.0 0.1 0.2 0.43
C 2.88062 -4.46159 0.82002 0.9 0.4 -0.2 -0.31
H 4.78379 -2.62107 -4.40705 0.0 -0.1 -0.2 0.33
H 2.63916 -1.88553 2.64418 -0.4 0.0 -1.7 0.38
H 3.91869 -2.74841 -0.14995 -0.6 -0.5 1.7 0.13
H -0.51624 3.87775 2.92446 -0.1 0.1 0.0 0.30
C 3.61324 -4.20619 -4.85869 -0.1 0.4 0.1 0.31
H -3.79295 0.65013 -3.12791 0.0 0.0 0.1 0.38
H 3.69695 -5.20160 0.46035 -1.4 1.1 0.6 0.36
C 2.89726 -4.14954 -3.49288 0.2 -0.1 0.0 -0.69
C 0.10224 0.42668 1.65402 -0.4 3.2 -0.4 0.43
S 0.43148 -5.08365 2.27709 -3.4 -5.5 -2.2 1.06
H -2.01007 5.97802 1.45500 0.1 0.0 0.1 0.22
H 0.41240 5.76003 3.72934 -0.1 -0.1 -0.2 0.39
C -1.19355 6.67643 1.64580 0.1 0.1 -0.3 -1.31
C -3.38167 0.37263 -1.02162 -0.2 0.4 0.1 0.42
H 4.56449 -3.02632 1.54611 -1.5 -0.3 -0.8 0.36
H -5.32174 3.33074 1.22320 0.1 -0.1 0.0 0.24
H -0.25406 6.18835 1.37016 -0.1 0.0 0.0 0.34
H -1.76452 3.09734 3.91157 0.1 0.1 0.0 0.29
O 0.04354 -6.49864 2.69360 1.8 4.2 -0.1 -0.61
C 2.30549 -5.04115 2.20245 1.5 -0.3 -0.2 -0.62
H 3.15255 -0.81859 1.24214 -0.6 -1.7 0.4 0.43
O -4.10342 1.71516 0.95619 -0.2 -0.3 -0.2 -0.31
H 3.44709 -4.79438 -2.79887 0.0 0.1 0.0 0.29
H -3.54379 -0.21903 1.03751 0.0 0.1 0.0 0.33
H 1.75696 -3.92954 -5.95800 0.1 0.0 0.0 0.34
H -5.24015 0.65414 -2.11629 0.1 0.0 0.0 0.35
C 2.80134 -3.60709 -6.00419 -0.1 -0.1 -0.2 -1.41
O 0.55336 -0.10873 0.41206 -0.4 0.4 3.7 -0.33
H 2.76185 -4.56019 3.14538 -1.0 -0.4 -1.5 0.36
P 0.91300 -1.79023 0.79178 -0.9 -1.0 1.5 0.22
H 1.88015 -4.55719 -3.55307 -0.1 0.1 -0.1 0.44
```
Forces are in eV/Å.

---

Computed, not measured: C17H42ClNO3 as an isolated structure, with wB97M-V/def2-TZVPD.

Results
HOMO-LUMO gap in eV: 7.368
Molecular weight in Da: 344.0
Highest occupied orbital energy in eV: -7.6

Geometry as XYZ:
```
64
Properties=species:S:1:pos:R:3:forces:R:3:mulliken_charge:R:1
C -0.90327 1.32969 4.27803 -0.4 2.8 -1.9 -0.34
O -1.24027 1.46269 2.90003 -1.5 4.7 2.1 -0.38
H -2.20327 0.76269 -2.35397 -0.4 -0.8 -1.9 0.52
H -0.76927 4.25069 -3.71397 -0.5 2.2 0.2 0.32
H -2.00027 2.24169 -1.43797 1.1 -2.8 0.0 0.32
C 3.87073 -0.67631 -2.34097 1.3 -3.4 -3.4 -1.43
H -1.90227 -2.73331 5.14203 -0.3 0.3 1.2 0.43
C -0.12727 0.85769 -1.54997 -2.2 -2.8 4.9 -0.79
C -3.78927 0.93469 -0.14097 -0.4 -2.7 5.5 -1.30
O 0.94173 -3.50431 -1.43697 1.5 -0.1 -0.4 -0.59
H 0.46973 -3.23831 -2.24597 -0.5 -0.3 1.3 0.26
C 0.23673 -2.24131 4.94503 0.6 -4.1 1.2 0.24
H 2.42773 1.39069 -1.46197 0.7 0.9 3.4 0.80
H -3.74727 1.81269 0.45003 0.1 1.6 -0.4 0.38
H -0.26427 0.17869 -3.84397 -0.2 0.4 -0.8 0.33
C -1.68627 1.03469 -1.48797 -0.1 4.7 1.1 -0.98
N 0.60873 1.50769 -2.60197 3.2 0.9 0.4 1.13
H -1.62927 2.30169 -4.42497 -1.7 -0.1 0.5 0.42
H 0.66273 -2.49231 5.93903 -0.9 -0.3 -0.1 0.25
C 2.46773 -0.28831 -2.72297 -1.5 -0.8 -1.5 0.70
C -1.02127 -2.93631 4.57203 -3.6 0.8 -3.5 -0.91
H 2.72973 1.61669 -3.11897 1.0 2.6 -1.8 0.52
H 2.12373 -3.63031 0.97003 4.0 3.3 0.5 0.37
H -0.14027 3.46769 -1.63997 0.2 -2.1 -1.4 0.38
H -0.72127 2.43969 5.90103 0.6 0.4 2.7 0.41
H 0.31873 0.97669 -0.44297 -0.7 0.9 -2.3 0.14
C 0.00773 3.57469 -3.83397 1.9 -2.3 0.9 -0.55
C -2.42127 0.35969 -0.29197 4.2 1.3 0.3 0.54
H -1.61127 -2.58231 3.41803 2.5 -0.6 3.0 0.04
H 1.66273 -5.16631 0.30403 -0.3 1.6 1.9 0.28
H 0.03073 -1.25131 5.01103 0.1 3.4 -0.5 -0.21
C 0.22573 1.15069 -3.97197 -0.5 0.4 -2.8 -0.76
H -0.15527 3.41569 4.45703 -1.3 -0.6 0.6 0.28
C 1.32873 -4.19431 0.92003 -4.9 -6.0 -2.1 -1.13
H 4.63273 -0.72331 -3.28597 -2.1 -0.4 1.7 0.29
H -1.58127 0.63769 4.68303 -1.0 -0.8 1.3 0.40
H -1.02527 -3.99431 4.43203 0.7 -0.8 0.2 0.37
H -4.42427 0.30969 0.78003 1.4 1.1 -3.2 0.28
C 2.15473 1.17269 -2.40297 -2.7 -3.1 -3.0 -1.34
H -0.52927 -4.23431 -0.30197 -2.2 -1.8 0.1 0.47
H 0.95873 3.78369 -4.29797 -0.3 1.3 -0.8 0.35
H -0.04127 -0.26231 -1.44097 0.5 0.8 -1.3 -0.07
C 0.47973 2.98569 -2.51297 -2.3 2.7 2.7 -0.73
Cl 0.63573 -0.36131 1.92703 0.5 -0.5 -0.7 -0.81
H 1.18073 -2.05331 3.49903 0.4 6.8 -7.4 0.18
O 1.22373 -2.69231 4.04803 0.6 -5.6 5.9 -0.37
H -4.22227 0.95669 -1.08097 -1.6 0.3 -1.4 0.44
H 2.11173 -0.76031 -3.76697 1.3 1.9 1.6 0.25
H -0.39827 2.55869 -5.78897 -0.7 -0.7 3.6 0.30
C 0.29473 -3.64931 -0.15697 1.9 3.2 1.5 0.24
H 1.09073 1.05069 -4.73897 -1.0 0.0 2.0 0.40
H -1.14627 0.65069 2.53303 0.9 -3.9 -1.9 0.10
H -2.07827 2.94169 4.82703 2.4 0.9 0.3 0.23
H 1.76473 -0.84531 -2.18297 -0.5 -1.1 1.6 -0.29
H 0.06073 0.97269 4.30503 2.4 -1.2 0.3 0.33
H 3.80173 -1.69931 -1.85597 0.5 1.2 -0.7 0.30
C -0.92627 2.74369 4.93903 -2.5 -1.6 -3.1 -1.20
H -1.57527 0.41969 0.50403 -2.2 0.1 -0.4 -0.53
H -0.00527 -2.63931 0.21003 -0.1 -0.5 -0.3 -0.08
H -2.38727 -0.64131 -0.57197 -0.5 -2.2 -0.2 0.42
H 4.48673 -0.07931 -1.77797 0.5 1.9 2.1 0.49
H 0.91673 -4.49731 1.99303 0.6 0.9 -2.6 0.19
H 1.36373 3.39669 -2.13497 2.0 0.3 -0.3 0.46
C -0.59827 2.41969 -4.52397 2.3 -2.3 -4.4 -0.73
```
Forces are in eV/Å.

---

Number 1: total energy -72218.0065 eV. Number 2: total energy -87326.6665 eV. Number 3: total energy -69195.7967 eV. Number 4: total energy -38455.4183 eV.